(one)
{
  "formula": "C4H8N4O",
  "method": "wB97M-V/def2-TZVPD",
  "orbital_gap_ev": 8.20,
  "smiles": "CNn1cc(O)nc1N",
  "lumo_ev": 0.8,
  "multiplicity": 1,
  "elements": ["C", "C", "C", "C", "H", "H", "H", "H", "H", "H", "H", "H", "N", "N", "N", "N", "O"],
  "positions_angstrom": [[1.1611, -1.3460, 2.2261], [1.1098, 0.1777, -0.7038], [0.3137, 1.1405, -1.1713], [-0.9976, 0.0451, 0.0234], [0.5628, -1.3248, 3.1950], [1.6397, -0.4324, 2.1881], [1.9082, -2.2378, 2.2699], [0.0063, -2.4744, 0.7512], [2.0419, -0.2969, -0.9570], [-0.1493, 2.6540, -2.0545], [-1.8841, -1.0644, 1.5059], [-2.8100, 0.0205, 0.6063], [0.4920, -1.6014, 0.9412], [0.2501, -0.5300, 0.1715], [-0.9880, 1.0253, -0.7954], [-2.0051, -0.5856, 0.6351], [0.6149, 2.1118, -2.0522]],
  "mulliken_charge": [-0.691, -0.436, 0.396, 0.425, 0.232, 0.299, 0.272, 0.252, 0.392, 0.357, 0.236, 0.280, -0.810, 0.481, -0.713, -0.460, -0.512]
}

---

(two)
{
  "formula": "C4H8N4O",
  "method": "wB97M-V/def2-TZVPD",
  "orbital_gap_ev": 8.83,
  "lumo_ev": 0.5,
  "multiplicity": 1,
  "elements": ["C", "C", "C", "N", "N", "N", "C", "N", "O", "H", "H", "H", "H", "H", "H", "H", "H"],
  "positions_angstrom": [[1.2590, 1.0246, 0.8631], [0.1542, -0.4512, 0.7075], [0.1791, -0.0734, -0.9618], [-1.5499, 0.9934, 1.3997], [0.8221, -1.6487, 0.9649], [0.8746, -1.0667, -1.6297], [-0.4472, 0.9212, -1.6008], [-0.8518, -0.1842, 1.4863], [0.9039, 2.1073, 1.0178], [-1.9833, 1.1607, 0.4963], [-2.2187, 1.0278, 2.1553], [0.3170, -2.4584, 0.6266], [1.1282, -1.7312, 1.9253], [1.1652, -0.8365, -2.5697], [1.6096, -1.5025, -1.0879], [-0.9394, 1.7389, -1.1104], [-0.4225, 0.9790, -2.6826]],
  "mulliken_charge": [-0.090, 0.908, 0.489, -0.310, -0.602, -0.547, -1.205, -0.424, -0.190, 0.150, 0.254, 0.275, 0.273, 0.240, 0.259, 0.281, 0.240]
}

---

(three)
{
  "formula": "C4H8N4O",
  "method": "wB97M-V/def2-TZVPD",
  "orbital_gap_ev": 9.67,
  "lumo_ev": 0.3,
  "multiplicity": 1,
  "elements": ["C", "C", "C", "C", "H", "H", "H", "H", "H", "H", "H", "H", "N", "N", "N", "N", "O"],
  "positions_angstrom": [[-1.6498, 0.4543, -0.2608], [-0.1569, 0.2612, 0.0446], [1.8583, 0.5352, 0.7065], [1.9155, -0.5909, -0.4905], [-1.1551, -1.1763, 1.4033], [-3.4356, -0.6352, -0.6890], [-1.1815, 2.2253, -0.8279], [2.4948, 1.5659, 0.6596], [2.1662, -0.0193, 1.7993], [2.3827, -1.5006, -0.1386], [2.4703, -0.1993, -1.4102], [0.2437, -1.1869, -1.5476], [-2.4130, -0.7903, -0.2900], [-2.1072, 1.6402, -0.6103], [0.4581, 0.9953, 0.9184], [0.4865, -0.8450, -0.5880], [-2.3771, -0.7335, 1.3210]],
  "mulliken_charge": [0.915, -0.441, -0.331, -0.481, 0.440, 0.370, 0.314, 0.280, 0.205, 0.279, 0.249, 0.295, -0.321, -0.683, -0.402, -0.195, -0.494]
}

---

The structure with the most favorable energy is (one); the runner-up is 187.9 kJ/mol above it.